# 1
C5H15N5O10 | ωB97M-V with the def2-TZVPD basis set

Positions of all 35 atoms, in Å:
C (-1.68693, -1.94036, -4.30331)
N (-2.12493, -3.22079, -4.87484)
O (-3.26356, -3.29037, -5.29045)
O (-1.34169, -4.14682, -4.88505)
H (-0.74215, -2.12436, -3.80635)
H (-2.41389, -1.66934, -3.54443)
H (-1.56729, -1.18919, -5.07594)
C (3.45058, 2.43854, 0.73874)
N (4.60200, 1.58335, 1.15271)
O (5.44653, 1.99818, 1.89801)
O (4.61150, 0.46779, 0.66034)
H (3.67049, 3.40629, 1.19303)
H (2.55328, 2.06423, 1.21631)
H (3.50060, 2.49859, -0.33952)
C (1.32159, -0.70107, -0.30348)
N (0.00411, -0.27311, -0.82532)
O (-0.40865, 0.80115, -0.41963)
O (-0.52464, -0.91854, -1.69883)
H (1.25819, -0.91407, 0.75883)
H (2.03459, 0.10441, -0.45233)
H (1.63950, -1.57562, -0.85860)
C (-2.05807, -2.28062, 2.68086)
N (-1.12299, -3.29098, 2.12022)
O (-0.64727, -3.08786, 1.02473)
O (-0.91488, -4.26450, 2.79535)
H (-2.28331, -1.50407, 1.96157)
H (-1.65582, -1.96470, 3.63587)
H (-2.97431, -2.85181, 2.84097)
C (-1.68708, 3.30536, 1.55601)
N (-0.54208, 4.16287, 1.93313)
O (0.40469, 4.19704, 1.17294)
O (-0.60808, 4.78191, 2.96432)
H (-1.99777, 2.84546, 2.48860)
H (-1.45512, 2.62210, 0.74604)
H (-2.47717, 3.93089, 1.13951)

**Lowest unoccupied orbital energy**: -0.41 eV
**Structure (SMILES)**: C[N+](=O)[O-].C[N+](=O)[O-].C[N+](=O)[O-].C[N+](=O)[O-].C[N+](=O)[O-]

Mulliken atomic charge list, values in e, 8 entries: -0.683 0.908 -0.543 -0.525 0.299 0.261 0.292 -0.733

***

# 2
C5H15NO | ωB97M-V with the def2-TZVPD basis set

Positions of all 22 atoms, in Å:
C (-1.31177, -0.69884, 0.70902)
C (1.58497, -1.11043, 1.20594)
C (-1.07703, -2.08177, 0.20601)
O (0.44384, -0.48177, 1.67637)
H (-1.88555, -0.10484, 0.00944)
H (-1.69433, -0.59690, 1.71373)
H (1.65136, -1.09451, 0.09774)
H (2.48651, -0.59578, 1.58017)
H (1.66789, -2.16978, 1.50285)
H (-0.33291, -2.08833, -0.59380)
H (-0.71099, -2.73111, 0.99566)
H (-2.00311, -2.46205, -0.24051)
C (-0.13709, 2.12834, -0.95805)
C (0.65183, 1.10696, -1.76863)
N (-0.49519, 1.60186, 0.35032)
H (0.24992, 1.13528, 0.90351)
H (-1.04042, 2.25069, 0.90533)
H (0.45181, 3.05523, -0.87721)
H (-1.05545, 2.38950, -1.49529)
H (0.06925, 0.19848, -1.92119)
H (0.91182, 1.51415, -2.74651)
H (1.57466, 0.83561, -1.25491)

**Lowest unoccupied orbital energy**: 0.54 eV

Mulliken atomic charge list, values in e, 8 entries: -0.060 -0.667 -1.017 -0.661 0.329 0.333 0.189 0.268

***

# 3
C5H15NO | ωB97M-V with the def2-TZVPD basis set

Positions of all 22 atoms, in Å:
C (-0.63938, -0.60661, 2.11961)
C (-0.55269, 0.87601, 1.87624)
C (0.64901, 1.13590, 0.97738)
N (0.69209, 0.35935, -0.29511)
C (-0.45078, 0.74463, -1.16000)
C (-0.64214, -0.26444, -2.32646)
H (-1.48959, -1.02362, 2.66456)
H (-0.67782, -1.04662, 1.11342)
H (0.36435, -0.99301, 2.39009)
H (-0.48252, 1.46164, 2.82515)
H (-1.49998, 1.21991, 1.44430)
H (0.64472, 2.22172, 0.72874)
H (1.53850, 1.08726, 1.60135)
H (1.56230, 0.70404, -0.68728)
H (-0.55340, 1.83287, -1.33535)
H (-1.31224, 0.69862, -0.49798)
H (0.31356, -0.42397, -2.84885)
H (-1.21764, 0.38937, -2.99446)
H (-1.09462, -1.15612, -1.91581)
O (1.87290, -2.14782, -1.09058)
H (1.01965, -2.38526, -0.70132)
H (1.95568, -2.68383, -1.88762)

**Lowest unoccupied orbital energy**: 0.95 eV
**Structure (SMILES)**: CCCNCC.O

Mulliken atomic charge list, values in e, 8 entries: -0.860 -0.475 -0.869 -0.164 -0.501 -1.067 0.360 0.083

***

# 4
C5H15NO | ωB97M-V with the def2-TZVPD basis set

Positions of all 22 atoms, in Å:
C (-1.89478, -0.20987, 2.18107)
C (-0.67842, 0.44042, 1.59666)
C (0.11675, -0.42399, 0.60254)
N (-0.48771, -0.49822, -0.71160)
C (-0.40592, 0.77802, -1.40565)
C (0.15674, -1.57391, -1.49513)
H (-2.62163, -0.65947, 1.51224)
H (-1.64543, -1.04422, 2.85245)
H (-2.40795, 0.50401, 2.81333)
H (-0.08004, 0.79651, 2.39228)
H (-0.98234, 1.33578, 1.06250)
H (0.08268, -1.43762, 1.01556)
H (1.13813, -0.02720, 0.52889)
H (-0.69092, 0.62879, -2.44656)
H (0.57564, 1.26481, -1.30843)
H (-1.18326, 1.44356, -1.02781)
H (0.75874, -1.19374, -2.32472)
H (0.77308, -2.18933, -0.85076)
H (-0.62549, -2.17941, -1.94295)
O (3.58096, 1.68143, -0.87080)
H (2.88758, 1.82105, -1.52323)
H (3.63359, 0.74261, -0.64987)

**Lowest unoccupied orbital energy**: 0.84 eV
**Structure (SMILES)**: CCCN(C)C.O

Mulliken atomic charge list, values in e, 8 entries: -1.286 -0.369 -0.492 -0.078 -0.952 -1.013 0.316 0.316

***

no.,Kohn-Sham gap (eV)
1,10.502
2,8.849
3,9.750
4,9.471